{"formula": "C6H13NO4", "method": "ωB97M-V with the def2-TZVPD basis set", "homo_lumo_gap_ev": 9.98, "total_energy_ev": -16103.323, "lumo_energy_ev": 0.34, "e_homo_ev": -9.6, "e_above_lowest_ev": 9.475, "elements": ["C", "C", "C", "C", "C", "C", "H", "H", "H", "H", "H", "H", "H", "H", "H", "H", "H", "H", "H", "N", "O", "O", "O", "O"], "coordinates": [[-0.671914, -2.374324, 0.229180], [-0.511191, -0.843888, -0.063858], [-0.921255, 1.241170, 0.820009], [-0.210528, 1.629888, -0.482814], [1.071931, 0.961974, -0.602403], [0.963090, -0.581897, -0.150551], [0.960671, -2.204497, 1.499445], [-0.170205, -2.904026, -0.576119], [-1.868492, -2.980535, 0.622092], [-1.005619, -0.818912, -0.950984], [-1.862028, -0.399858, 1.383089], [-2.066632, 1.754285, 0.449213], [-0.424365, 1.468832, 1.508458], [-1.040390, 1.354421, -1.505972], [0.379354, 3.325217, -1.247081], [2.167929, 1.375112, -0.131888], [1.188218, 1.449377, -2.539779], [1.315573, -1.254364, -1.183730], [0.832094, -0.423781, 1.597408], [-0.956593, -0.144883, 1.154210], [-0.100934, -2.851653, 1.521182], [-0.126011, 3.089850, -0.358700], [1.460143, 0.828973, -2.104978], [1.597156, -0.696479, 1.114572]], "forces_ev_per_angstrom": [[-2.2739, -2.9393, 3.8454], [0.4648, -4.6972, 4.9624], [-9.8595, -1.1537, -11.3489], [-3.1967, 1.6392, -1.0001], [5.6007, -2.2203, -2.9064], [0.7296, 1.0961, -4.5609], [-4.1688, -2.9286, 0.4251], [-0.4454, -0.3707, -0.3018], [2.9459, 2.5361, -2.4465], [-1.5480, 1.3508, -2.6822], [-1.9110, -0.9789, 0.7443], [3.1630, -1.2399, 2.4293], [6.5016, 6.3757, 10.3211], [2.8898, 0.6082, 2.9451], [-1.5469, -0.1474, 2.8795], [-3.6991, -0.5764, -0.7262], [-4.9424, 11.1851, -7.5251], [-0.0918, 1.7982, 3.5647], [-1.2341, 0.4948, 2.1072], [0.9779, -0.6712, -3.0971], [4.7369, 3.9174, -1.8795], [1.7487, -0.9431, -3.5832], [4.2884, -10.9521, 9.6959], [0.8703, -1.1829, -1.8619]], "lowdin_charge": [-0.20, -0.33, -0.14, -0.36, -0.17, -0.27, 0.21, 0.08, 0.21, 0.11, 0.11, 0.22, 0.01, 0.23, 0.15, 0.23, -0.10, 0.23, 0.06, 0.02, -0.24, -0.07, 0.01, -0.01]}